Model one:
{
  "formula": "C38H98N10O14",
  "method": "the ωB97M-V functional and the def2-TZVPD basis",
  "species": ["C", "O", "C", "C", "N", "C", "C", "O", "C", "H", "H", "H", "H", "H", "H", "H", "H", "H", "H", "H", "H", "H", "H", "H", "C", "O", "C", "C", "N", "C", "C", "O", "C", "H", "H", "H", "H", "H", "H", "H", "H", "H", "H", "H", "H", "H", "H", "H", "C", "O", "C", "C", "N", "C", "C", "O", "C", "H", "H", "H", "H", "H", "H", "H", "H", "H", "H", "H", "H", "H", "H", "H", "C", "O", "C", "C", "N", "C", "C", "O", "C", "H", "H", "H", "H", "H", "H", "H", "H", "H", "H", "H", "H", "H", "H", "H", "C", "O", "C", "C", "N", "C", "C", "O", "C", "H", "H", "H", "H", "H", "H", "H", "H", "H", "H", "H", "H", "H", "H", "H", "C", "O", "C", "C", "N", "C", "C", "O", "C", "H", "H", "H", "H", "H", "H", "H", "H", "H", "H", "H", "H", "H", "H", "H", "N", "C", "N", "O", "H", "H", "H", "H", "N", "C", "N", "O", "H", "H", "H", "H"],
  "coordinates": [[13.276, -22.086, -22.698], [12.902, -21.732, -21.336], [12.940, -22.895, -20.422], [14.295, -23.394, -20.218], [14.511, -24.867, -20.506], [14.299, -25.293, -21.869], [14.207, -26.837, -21.726], [15.435, -27.508, -21.457], [15.529, -28.922, -21.406], [13.181, -21.140, -23.231], [12.447, -22.683, -23.079], [14.317, -22.404, -22.740], [12.336, -23.741, -20.749], [12.486, -22.500, -19.513], [14.549, -23.317, -19.161], [15.013, -22.793, -20.777], [15.479, -25.036, -20.273], [15.146, -24.982, -22.481], [13.340, -24.958, -22.265], [13.833, -27.348, -22.613], [13.512, -27.110, -20.932], [16.502, -29.234, -21.027], [15.556, -29.335, -22.414], [14.752, -29.391, -20.802], [14.816, -14.909, -18.736], [14.920, -16.230, -19.372], [13.759, -17.059, -19.507], [14.029, -18.424, -20.191], [15.175, -19.162, -19.802], [15.214, -19.644, -18.376], [15.928, -18.653, -17.389], [16.424, -19.417, -16.252], [17.599, -18.848, -15.749], [13.979, -14.753, -18.055], [14.677, -14.165, -19.521], [15.782, -14.844, -18.236], [13.088, -16.645, -20.261], [13.312, -17.063, -18.513], [14.330, -18.090, -21.184], [13.140, -19.049, -20.269], [15.939, -18.526, -19.981], [15.449, -20.709, -18.361], [14.184, -19.602, -18.024], [15.427, -17.829, -16.881], [16.808, -18.257, -17.895], [17.869, -19.544, -14.954], [17.395, -17.892, -15.266], [18.457, -18.816, -16.420], [11.562, -19.754, -11.074], [11.915, -18.526, -11.684], [11.057, -18.319, -12.847], [11.628, -18.963, -14.110], [12.441, -17.979, -14.834], [13.792, -17.995, -14.175], [14.018, -16.930, -13.024], [14.353, -15.664, -13.493], [15.715, -15.517, -13.959], [10.582, -19.632, -10.611], [12.337, -20.073, -10.377], [11.552, -20.612, -11.745], [10.919, -17.246, -12.978], [10.029, -18.658, -12.714], [10.731, -19.201, -14.682], [12.170, -19.858, -13.804], [12.105, -17.026, -14.828], [14.515, -17.940, -14.989], [13.971, -19.027, -13.873], [14.851, -17.276, -12.413], [13.072, -16.763, -12.509], [15.823, -15.776, -15.012], [16.432, -16.105, -13.386], [15.960, -14.455, -14.000], [8.018, -17.624, -21.057], [6.711, -17.191, -21.474], [6.132, -17.975, -22.511], [6.821, -17.987, -23.903], [6.226, -18.831, -24.916], [6.813, -18.915, -26.268], [6.475, -17.662, -27.127], [5.061, -17.451, -27.107], [4.183, -18.200, -27.978], [8.171, -17.404, -20.001], [8.773, -17.354, -21.795], [8.048, -18.713, -21.106], [5.123, -17.615, -22.709], [6.118, -19.015, -22.185], [7.828, -18.325, -23.657], [6.993, -16.988, -24.304], [5.323, -18.430, -25.124], [6.350, -19.758, -26.781], [7.884, -19.077, -26.144], [6.777, -17.744, -28.171], [6.988, -16.857, -26.602], [4.253, -19.217, -27.592], [4.460, -18.231, -29.032], [3.194, -17.759, -27.852], [9.837, -20.667, -22.208], [10.470, -20.349, -23.426], [9.950, -21.059, -24.571], [10.778, -20.748, -25.856], [10.492, -19.484, -26.471], [11.330, -19.305, -27.672], [12.561, -18.430, -27.428], [13.487, -18.270, -28.481], [12.955, -17.713, -29.727], [10.036, -21.679, -21.855], [8.751, -20.586, -22.161], [10.212, -19.947, -21.480], [8.886, -20.923, -24.766], [10.038, -22.119, -24.332], [10.471, -21.497, -26.586], [11.851, -20.915, -25.754], [10.838, -18.859, -25.756], [10.684, -18.775, -28.371], [11.601, -20.273, -28.094], [13.202, -18.936, -26.706], [12.468, -17.402, -27.078], [13.743, -17.515, -30.454], [12.455, -16.759, -29.557], [12.270, -18.467, -30.116], [7.831, -20.409, -12.306], [8.773, -20.909, -13.232], [8.769, -22.285, -13.541], [9.662, -22.398, -14.804], [8.960, -22.366, -16.169], [7.981, -21.148, -16.231], [6.993, -21.208, -17.412], [7.624, -20.893, -18.612], [6.994, -21.535, -19.685], [8.337, -19.498, -11.986], [7.790, -21.077, -11.445], [6.851, -20.248, -12.755], [7.753, -22.658, -13.664], [9.119, -23.002, -12.798], [10.083, -23.400, -14.722], [10.409, -21.605, -14.794], [9.687, -22.056, -16.798], [8.512, -20.196, -16.223], [7.238, -21.074, -15.437], [6.315, -20.358, -17.326], [6.424, -22.137, -17.383], [7.707, -22.119, -20.267], [6.718, -20.645, -20.251], [6.071, -22.098, -19.547], [13.364, -23.115, -15.058], [13.371, -22.011, -15.685], [14.382, -21.289, -15.359], [12.483, -21.637, -16.361], [14.179, -23.351, -14.510], [12.817, -23.916, -15.339], [15.173, -21.841, -15.061], [14.543, -20.320, -15.594], [11.762, -18.824, -17.314], [10.744, -18.502, -18.099], [10.265, -19.598, -18.509], [10.164, -17.493, -18.151], [12.110, -18.084, -16.721], [12.133, -19.762, -17.368], [10.861, -20.406, -18.621], [9.310, -19.691, -18.825]],
  "e_homo_ev": -8.34,
  "total_charge": 0,
  "lumo_energy_ev": 0.349
}

=====

Model two:
{
  "formula": "C38H98N10O14",
  "method": "the ωB97M-V functional and the def2-TZVPD basis",
  "species": ["C", "O", "C", "C", "N", "C", "C", "O", "C", "H", "H", "H", "H", "H", "H", "H", "H", "H", "H", "H", "H", "H", "H", "H", "C", "O", "C", "C", "N", "C", "C", "O", "C", "H", "H", "H", "H", "H", "H", "H", "H", "H", "H", "H", "H", "H", "H", "H", "C", "O", "C", "C", "N", "C", "C", "O", "C", "H", "H", "H", "H", "H", "H", "H", "H", "H", "H", "H", "H", "H", "H", "H", "C", "O", "C", "C", "N", "C", "C", "O", "C", "H", "H", "H", "H", "H", "H", "H", "H", "H", "H", "H", "H", "H", "H", "H", "C", "O", "C", "C", "N", "C", "C", "O", "C", "H", "H", "H", "H", "H", "H", "H", "H", "H", "H", "H", "H", "H", "H", "H", "C", "O", "C", "C", "N", "C", "C", "O", "C", "H", "H", "H", "H", "H", "H", "H", "H", "H", "H", "H", "H", "H", "H", "H", "N", "C", "N", "O", "H", "H", "H", "H", "N", "C", "N", "O", "H", "H", "H", "H"],
  "coordinates": [[-2.249, 8.674, -3.006], [-0.987, 8.300, -2.527], [-1.083, 7.205, -1.587], [-0.755, 5.883, -2.305], [-0.689, 4.709, -1.416], [0.512, 4.432, -0.651], [0.272, 3.411, 0.432], [-0.814, 4.017, 1.257], [-1.113, 3.226, 2.443], [-2.110, 9.413, -3.742], [-2.891, 9.012, -2.181], [-2.768, 7.828, -3.531], [-2.050, 7.233, -1.130], [-0.283, 7.452, -0.827], [0.220, 6.054, -2.774], [-1.483, 5.686, -3.089], [-1.490, 4.662, -0.800], [0.908, 5.336, -0.110], [1.291, 4.137, -1.320], [1.205, 3.403, 0.987], [-0.014, 2.472, 0.007], [-0.280, 3.181, 3.078], [-1.464, 2.226, 2.205], [-1.871, 3.844, 2.917], [1.178, -4.624, -7.513], [0.650, -4.466, -6.202], [-0.142, -3.294, -6.045], [-0.521, -3.281, -4.558], [0.692, -3.445, -3.729], [0.233, -3.503, -2.304], [1.435, -3.429, -1.291], [0.915, -3.884, -0.079], [1.756, -3.532, 1.024], [0.410, -4.746, -8.287], [1.732, -5.580, -7.563], [1.841, -3.790, -7.784], [-1.053, -3.384, -6.606], [0.371, -2.314, -6.304], [-1.295, -4.055, -4.394], [-0.936, -2.294, -4.249], [1.228, -4.218, -4.003], [-0.496, -4.385, -2.161], [-0.401, -2.602, -2.284], [1.747, -2.379, -1.226], [2.313, -3.936, -1.685], [2.821, -3.587, 0.731], [1.617, -4.305, 1.725], [1.464, -2.533, 1.437], [3.131, 6.775, 3.602], [3.484, 5.440, 3.259], [2.628, 4.498, 3.837], [2.978, 3.145, 3.224], [4.052, 2.558, 4.030], [4.713, 1.449, 3.370], [5.668, 1.942, 2.208], [5.635, 0.993, 1.205], [6.574, 1.227, 0.205], [3.777, 7.431, 3.032], [3.323, 7.003, 4.711], [2.081, 6.955, 3.327], [1.548, 4.633, 3.547], [2.685, 4.330, 4.904], [3.198, 3.247, 2.130], [2.028, 2.563, 3.238], [3.662, 2.238, 4.897], [4.016, 0.835, 2.826], [5.199, 0.839, 4.109], [6.681, 2.105, 2.612], [5.301, 2.930, 1.906], [6.762, 2.298, -0.019], [6.196, 0.891, -0.755], [7.563, 0.773, 0.390], [0.221, 1.754, -3.021], [0.666, 0.397, -2.732], [1.460, -0.188, -3.735], [2.888, 0.241, -3.490], [3.818, -0.218, -4.552], [4.010, -1.678, -4.753], [4.493, -2.392, -3.419], [5.715, -1.713, -3.074], [6.232, -2.397, -1.939], [0.353, 2.463, -2.185], [-0.845, 1.694, -3.322], [0.750, 2.217, -3.892], [1.089, 0.073, -4.729], [1.336, -1.283, -3.654], [3.213, -0.220, -2.485], [2.903, 1.336, -3.414], [4.721, 0.136, -4.164], [4.816, -1.836, -5.480], [3.103, -2.115, -5.203], [4.697, -3.427, -3.592], [3.758, -2.421, -2.595], [5.659, -2.280, -0.987], [7.252, -2.003, -1.770], [6.315, -3.464, -2.144], [-2.355, -5.216, 0.135], [-3.752, -5.382, 0.463], [-4.119, -5.287, 1.851], [-5.590, -5.067, 1.811], [-5.943, -3.754, 1.285], [-7.357, -3.451, 1.066], [-7.589, -2.054, 0.558], [-7.132, -1.073, 1.440], [-7.502, 0.232, 1.052], [-1.722, -5.413, 1.028], [-2.107, -4.190, -0.176], [-1.999, -5.937, -0.640], [-3.572, -4.476, 2.328], [-3.846, -6.199, 2.373], [-6.127, -5.310, 2.722], [-5.977, -5.873, 1.133], [-5.353, -3.590, 0.489], [-7.903, -3.543, 1.992], [-7.806, -4.129, 0.283], [-8.664, -1.922, 0.359], [-7.194, -1.879, -0.462], [-8.612, 0.430, 1.166], [-7.124, 0.442, 0.032], [-6.932, 0.896, 1.757], [-3.188, -0.723, -2.105], [-2.943, -0.951, -0.761], [-4.098, -0.863, 0.113], [-3.664, -1.205, 1.507], [-2.880, -0.113, 2.102], [-2.497, -0.242, 3.524], [-1.237, -1.151, 3.686], [-1.535, -2.434, 3.165], [-0.690, -3.442, 3.616], [-2.384, -1.170, -2.660], [-3.273, 0.366, -2.313], [-4.110, -1.306, -2.333], [-4.870, -1.513, -0.334], [-4.577, 0.101, -0.001], [-3.241, -2.208, 1.550], [-4.572, -1.298, 2.149], [-2.111, 0.171, 1.552], [-3.410, -0.627, 4.042], [-2.222, 0.760, 3.917], [-0.965, -1.262, 4.738], [-0.385, -0.734, 3.135], [-0.710, -4.226, 2.839], [-1.078, -3.778, 4.572], [0.356, -3.031, 3.676], [1.790, 0.623, 5.342], [0.675, 1.236, 5.944], [0.427, 1.125, 7.308], [-0.142, 1.785, 5.189], [2.440, 0.067, 5.897], [1.626, 0.426, 4.342], [-0.476, 1.448, 7.543], [0.992, 0.680, 7.992], [0.328, -0.349, 0.046], [1.286, 0.052, 0.841], [2.205, 0.830, 0.214], [1.370, -0.247, 2.023], [-0.534, -0.716, 0.399], [0.222, 0.013, -0.877], [2.166, 0.778, -0.789], [3.110, 0.874, 0.720]],
  "e_homo_ev": -7.94,
  "total_charge": 0,
  "lumo_energy_ev": 0.616
}

=====

The structure with the greatest stability is model two.

=====

Model one:
{
  "formula": "CF4N2",
  "method": "the ωB97M-V functional and the def2-TZVPD basis",
  "species": ["C", "N", "N", "F", "F", "F", "F"],
  "coordinates": [[0.083, -0.583, 0.040], [0.449, 0.516, 0.815], [-0.775, 0.517, -0.035], [0.052, -1.838, 0.168], [1.119, -0.576, -2.065], [-0.067, 0.594, 2.103], [-0.620, 1.338, -1.174]],
  "e_homo_ev": [-11.66, -11.67],
  "total_charge": 0,
  "lumo_energy_ev": [-3.489, -3.488]
}

=====

Model two:
{
  "formula": "CF4N2",
  "method": "the ωB97M-V functional and the def2-TZVPD basis",
  "species": ["F", "N", "C", "F", "N", "F", "F"],
  "coordinates": [[-1.499, -1.669, -1.284], [-1.239, -0.524, -0.635], [-0.036, -0.338, -0.278], [1.046, -1.057, -0.491], [0.071, 1.035, 0.681], [0.568, 0.744, 1.905], [1.089, 1.810, 0.102]],
  "e_homo_ev": -11.72,
  "total_charge": 0,
  "lumo_energy_ev": 0.482
}

=====

The structure with the greatest stability is model two.